No. 1
{"formula": "C18H22N8O3", "method": "the ωB97M-V functional and the def2-TZVPD basis", "elements": ["C", "C", "C", "O", "C", "N", "C", "O", "C", "C", "N", "C", "N", "N", "C", "C", "N", "N", "C", "O", "C", "C", "C", "N", "C", "N", "C", "C", "C", "H", "H", "H", "H", "H", "H", "H", "H", "H", "H", "H", "H", "H", "H", "H", "H", "H", "H", "H", "H", "H", "H"], "positions_angstrom": [[-1.61, 1.50, 2.31], [-1.66, -0.05, 2.39], [-2.40, -0.51, 3.69], [-1.87, 0.05, 4.88], [-2.46, -0.60, 1.17], [-1.83, -0.33, -0.13], [-2.39, -0.53, -1.33], [-3.52, -0.99, -1.46], [-1.54, -0.17, -2.53], [-1.95, -0.56, -3.82], [-1.15, -0.22, -4.88], [-1.24, -0.43, -6.23], [-0.21, 0.11, -6.85], [0.62, 0.70, -5.91], [0.04, 0.50, -4.70], [0.39, 0.86, -3.39], [-0.38, 0.53, -2.32], [-0.30, -0.62, 2.28], [0.75, -0.49, 3.09], [0.73, 0.18, 4.12], [2.03, -1.24, 2.69], [2.27, -1.36, 1.19], [2.22, -2.46, 0.33], [2.50, -2.14, -0.92], [2.76, -0.86, -0.88], [2.63, -0.31, 0.37], [2.84, 1.08, 0.77], [2.98, 2.18, -0.27], [1.71, 2.07, 0.54], [-2.61, 1.93, 2.38], [-1.02, 1.93, 3.12], [-1.18, 1.85, 1.37], [-3.48, -0.36, 3.63], [-2.26, -1.58, 3.80], [-0.90, 0.08, 4.79], [-2.59, -1.68, 1.27], [-3.47, -0.19, 1.17], [-0.91, 0.08, -0.14], [-2.86, -1.11, -4.02], [-2.06, -0.97, -6.69], [1.29, 1.42, -3.21], [-0.14, -1.21, 1.48], [2.88, -0.76, 3.18], [1.95, -2.22, 3.15], [1.98, -3.47, 0.61], [3.06, -0.26, -1.72], [3.43, 1.17, 1.68], [3.67, 3.00, -0.07], [2.94, 1.95, -1.34], [0.80, 1.72, 0.06], [1.51, 2.80, 1.33]], "mulliken_charge": [-1.4289, 0.8936, -0.9150, -0.6030, -1.5659, 0.2334, -0.0311, -0.7052, 0.1646, 0.0224, 0.1638, -0.0436, -0.5057, -0.5347, 0.1752, -0.1997, -0.2689, 0.0707, 0.9681, -0.7646, -1.2837, 0.2580, -0.5390, -0.6632, -0.2234, 0.3465, 0.0316, -0.7909, 0.2547, 0.4246, 0.3989, 0.2793, 0.4464, 0.3880, 0.3977, 0.4436, 0.6069, 0.0756, 0.4859, 0.4235, 0.5013, 0.3785, 0.4040, 0.3990, 0.4258, 0.3797, 0.3311, 0.2985, -0.0264, -0.2428, 0.2649], "relative_energy_ev": 1.135, "lumo_energy_ev": -0.8, "largest_force_ev_per_a": 3.1, "homo_energy_ev": -8.95, "smiles": "C[C@@](CO)(CNC(=O)c1cn2cnnc2cn1)NC(=O)Cc1cncn1C1CC1", "orbital_gap_ev": 8.183}

---

No. 2
{"formula": "C16H45NO21P2S5", "method": "the ωB97M-V functional and the def2-TZVPD basis", "elements": ["O", "P", "N", "C", "O", "O", "P", "O", "O", "O", "H", "H", "H", "H", "H", "C", "C", "O", "S", "C", "O", "O", "H", "H", "H", "H", "H", "H", "H", "H", "C", "C", "O", "S", "C", "O", "O", "H", "H", "H", "H", "H", "H", "H", "H", "C", "C", "O", "S", "C", "O", "O", "H", "H", "H", "H", "H", "H", "H", "H", "C", "C", "O", "S", "C", "O", "O", "H", "H", "H", "H", "H", "H", "H", "H", "C", "C", "O", "S", "C", "O", "O", "H", "H", "H", "H", "H", "H", "H", "H"], "positions_angstrom": [[0.57, -1.46, 6.62], [-0.51, -2.11, 5.83], [-1.09, -0.95, 4.67], [-2.26, -0.29, 5.08], [-2.22, 0.57, 5.87], [-3.52, -0.60, 4.51], [-4.37, -1.69, 5.39], [-3.63, -2.94, 5.58], [-4.82, -1.04, 6.80], [-5.74, -2.07, 4.60], [-0.01, -3.24, 5.13], [-1.50, -2.52, 6.76], [-1.17, -1.34, 3.72], [-5.65, -0.56, 6.60], [-5.45, -2.81, 4.03], [1.89, -3.96, -0.82], [2.07, -3.16, 0.46], [1.77, -1.77, 0.26], [0.24, -1.32, 0.18], [0.52, 0.41, 0.34], [-0.45, -1.80, 1.35], [-0.25, -1.59, -1.13], [0.84, -4.00, -1.12], [2.24, -4.98, -0.68], [2.44, -3.50, -1.64], [1.46, -3.57, 1.27], [3.11, -3.22, 0.78], [0.94, 0.61, 1.33], [-0.44, 0.91, 0.23], [1.20, 0.73, -0.44], [4.63, 4.33, 2.30], [3.56, 4.35, 3.37], [2.32, 4.89, 2.89], [1.40, 3.96, 1.97], [-0.05, 4.95, 2.04], [1.15, 2.73, 2.67], [1.90, 3.97, 0.63], [4.39, 3.62, 1.51], [5.59, 4.04, 2.72], [4.73, 5.31, 1.83], [3.40, 3.35, 3.79], [3.88, 5.00, 4.19], [-0.41, 4.98, 3.06], [-0.80, 4.50, 1.39], [0.19, 5.95, 1.68], [0.77, 2.43, -6.33], [-0.56, 1.71, -6.50], [-0.75, 0.70, -5.51], [-1.19, 1.15, -4.04], [-1.65, -0.44, -3.44], [-2.37, 1.97, -4.14], [-0.04, 1.60, -3.32], [0.77, 3.02, -5.41], [0.96, 3.10, -7.17], [1.59, 1.71, -6.25], [-1.39, 2.42, -6.50], [-0.56, 1.20, -7.47], [-2.50, -0.80, -4.01], [-1.92, -0.33, -2.39], [-0.80, -1.11, -3.54], [-6.28, -2.10, -8.64], [-5.49, -1.95, -7.35], [-4.82, -0.68, -7.28], [-5.69, 0.62, -6.90], [-4.33, 1.70, -6.58], [-6.39, 0.36, -5.68], [-6.37, 1.07, -8.07], [-7.12, -1.41, -8.66], [-6.66, -3.11, -8.73], [-5.65, -1.87, -9.50], [-6.13, -2.09, -6.48], [-4.71, -2.71, -7.31], [-3.78, 1.33, -5.72], [-4.74, 2.69, -6.37], [-3.70, 1.74, -7.46], [7.53, -1.70, 4.52], [6.46, -1.67, 5.59], [5.22, -1.14, 5.09], [4.30, -2.09, 4.18], [2.85, -1.09, 4.23], [4.06, -3.31, 4.88], [4.82, -2.08, 2.84], [7.29, -2.42, 3.73], [8.50, -1.98, 4.95], [7.63, -0.72, 4.04], [6.30, -2.67, 6.01], [6.77, -1.02, 6.40], [2.48, -1.05, 5.25], [2.11, -1.55, 3.58], [3.09, -0.10, 3.86]], "mulliken_charge": [-0.6741, 0.4973, 0.1559, 0.1396, -0.3910, -0.1593, 0.9732, -0.6545, -0.4340, -0.5198, 0.1237, 0.0384, 0.2578, 0.3271, 0.3550, -1.2383, -0.1971, -0.1689, 1.0369, -1.0140, -0.6235, -0.5083, 0.3031, 0.4144, 0.2880, 0.3030, 0.2583, 0.2259, 0.4578, 0.4195, -0.9901, -0.2322, -0.3243, 1.2618, -1.0093, -0.5553, -0.6294, 0.2837, 0.3926, 0.2738, 0.2288, 0.2760, 0.3203, 0.3634, 0.3520, -1.1220, -0.2307, -0.2741, 1.2912, -0.9369, -0.6815, -0.5511, 0.2927, 0.4008, 0.2831, 0.2454, 0.3234, 0.3748, 0.3269, 0.2968, -1.0266, -0.3890, -0.1932, 1.1546, -0.7186, -0.6425, -0.6113, 0.3038, 0.3851, 0.2673, 0.3537, 0.2644, 0.0770, 0.4402, 0.3032, -0.9796, -0.3876, -0.2593, 1.2162, -0.5321, -0.6764, -0.6050, 0.2904, 0.3927, 0.2570, 0.3381, 0.2722, 0.3373, 0.1159, 0.2096], "lumo_energy_ev": 0.1, "largest_force_ev_per_a": 2.6, "homo_energy_ev": -10.25, "smiles": "O=[PH2]NC(=O)OP(=O)(O)O.CCOS(C)(=O)=O.CCOS(C)(=O)=O.CCOS(C)(=O)=O.CCOS(C)(=O)=O.CCOS(C)(=O)=O", "orbital_gap_ev": 10.304}

---

No. 3
{"formula": "C66H55N11O22", "method": "the ωB97M-V functional and the def2-TZVPD basis", "elements": ["C", "C", "C", "C", "C", "C", "N", "O", "O", "H", "H", "H", "H", "H", "C", "C", "C", "C", "C", "C", "N", "O", "O", "H", "H", "H", "H", "H", "C", "C", "C", "C", "C", "C", "N", "O", "O", "H", "H", "H", "H", "H", "C", "C", "C", "C", "C", "C", "N", "O", "O", "H", "H", "H", "H", "H", "C", "C", "C", "C", "C", "C", "N", "O", "O", "H", "H", "H", "H", "H", "C", "C", "C", "C", "C", "C", "N", "O", "O", "H", "H", "H", "H", "H", "C", "C", "C", "C", "C", "C", "N", "O", "O", "H", "H", "H", "H", "H", "C", "C", "C", "C", "C", "C", "N", "O", "O", "H", "H", "H", "H", "H", "C", "C", "C", "C", "C", "C", "N", "O", "O", "H", "H", "H", "H", "H", "C", "C", "C", "C", "C", "C", "N", "O", "O", "H", "H", "H", "H", "H", "C", "C", "C", "C", "C", "C", "N", "O", "O", "H", "H", "H", "H", "H"], "positions_angstrom": [[-0.84, 6.44, 2.45], [-1.57, 7.29, 3.34], [-2.13, 8.47, 2.91], [-2.08, 8.83, 1.62], [-1.39, 8.04, 0.69], [-0.74, 6.84, 1.13], [-2.83, 10.11, 1.12], [-2.89, 10.45, -0.07], [-3.25, 10.87, 2.01], [-0.48, 5.49, 2.82], [-1.78, 6.86, 4.31], [-2.63, 8.94, 3.74], [-1.38, 8.38, -0.33], [-0.14, 6.21, 0.49], [4.96, -1.51, -3.67], [4.84, -2.83, -3.97], [3.66, -3.54, -3.76], [2.53, -2.82, -3.41], [2.63, -1.45, -3.12], [3.84, -0.74, -3.30], [1.20, -3.49, -3.27], [0.42, -2.81, -2.63], [0.96, -4.57, -3.77], [5.94, -1.10, -3.47], [5.77, -3.32, -4.23], [3.55, -4.61, -3.86], [1.77, -0.85, -2.87], [3.84, 0.31, -3.07], [-8.52, 4.71, -3.13], [-8.92, 3.67, -2.24], [-7.98, 2.66, -1.80], [-6.59, 2.83, -2.10], [-6.21, 3.92, -2.87], [-7.19, 4.80, -3.36], [-5.66, 1.71, -1.70], [-6.05, 0.68, -1.22], [-4.46, 1.90, -1.84], [-9.24, 5.47, -3.37], [-9.96, 3.56, -1.98], [-8.36, 1.81, -1.26], [-5.21, 4.27, -3.09], [-6.83, 5.70, -3.84], [5.53, -6.81, -1.08], [5.93, -5.51, -0.98], [5.08, -4.63, -0.37], [3.90, -5.04, 0.21], [3.58, -6.43, 0.30], [4.48, -7.28, -0.30], [2.95, -4.12, 0.91], [3.28, -2.93, 1.05], [1.70, -4.37, 1.00], [6.20, -7.64, -1.25], [6.82, -5.23, -1.53], [5.33, -3.61, -0.62], [2.78, -6.72, 0.96], [4.42, -8.35, -0.18], [4.36, 3.09, 1.12], [4.48, 1.84, 0.62], [5.65, 1.55, -0.01], [6.66, 2.49, -0.25], [6.52, 3.78, 0.25], [5.38, 4.07, 0.98], [7.82, 2.20, -1.12], [8.71, 2.96, -0.89], [7.81, 1.25, -1.92], [3.56, 3.47, 1.74], [3.67, 1.15, 0.82], [5.79, 0.52, -0.28], [7.31, 4.49, 0.08], [5.32, 4.99, 1.54], [-4.06, -5.19, -1.22], [-4.39, -6.33, -1.97], [-3.37, -7.26, -2.32], [-2.05, -6.98, -1.98], [-1.70, -5.85, -1.23], [-2.70, -4.97, -0.87], [-1.09, -8.00, -2.35], [-1.24, -8.60, -3.44], [-0.32, -8.32, -1.45], [-4.86, -4.54, -0.89], [-5.38, -6.62, -2.30], [-3.64, -8.08, -2.96], [-0.79, -5.73, -0.66], [-2.47, -4.19, -0.15], [-4.19, 6.45, -1.00], [-3.95, 5.82, 0.25], [-4.79, 6.13, 1.33], [-5.81, 7.06, 1.16], [-6.07, 7.63, -0.10], [-5.24, 7.36, -1.21], [-6.60, 7.53, 2.37], [-7.29, 8.51, 2.30], [-6.54, 6.88, 3.39], [-3.71, 6.31, -1.96], [-3.22, 5.03, 0.29], [-4.50, 5.70, 2.28], [-6.93, 8.27, -0.23], [-5.39, 7.86, -2.16], [1.49, -5.24, 5.43], [1.63, -4.45, 6.57], [1.39, -3.09, 6.53], [0.81, -2.59, 5.40], [0.55, -3.37, 4.23], [0.87, -4.75, 4.31], [0.54, -1.18, 5.25], [0.32, -0.76, 4.16], [0.44, -0.44, 6.25], [1.81, -6.27, 5.43], [2.06, -4.86, 7.47], [1.59, -2.53, 7.44], [0.07, -3.08, 3.30], [0.92, -5.38, 3.43], [-3.19, -4.31, -4.19], [-3.61, -2.98, -3.89], [-2.80, -1.91, -4.33], [-1.81, -2.17, -5.28], [-1.64, -3.48, -5.77], [-2.27, -4.53, -5.11], [-0.96, -1.15, -5.91], [-1.15, 0.09, -5.54], [-0.20, -1.48, -6.78], [-3.85, -5.08, -3.80], [-4.45, -2.84, -3.22], [-2.99, -0.93, -3.91], [-1.06, -3.76, -6.64], [-1.95, -5.51, -5.45], [-0.49, -1.46, 0.09], [-1.56, -0.88, -0.53], [-1.67, 0.49, -0.54], [-0.73, 1.29, 0.16], [0.34, 0.65, 0.86], [0.46, -0.73, 0.82], [-0.94, 2.76, 0.38], [-1.62, 3.42, -0.37], [-0.36, 3.25, 1.31], [-0.45, -2.54, 0.18], [-2.35, -1.39, -1.06], [-2.51, 1.01, -0.99], [1.04, 1.16, 1.50], [1.23, -1.20, 1.40], [3.83, 0.25, 3.81], [3.69, -1.10, 3.87], [4.74, -1.82, 4.47], [5.90, -1.19, 4.94], [6.07, 0.21, 4.80], [5.03, 0.95, 4.20], [7.00, -2.04, 5.45], [7.14, -3.14, 4.93], [7.69, -1.54, 6.33], [3.01, 0.85, 3.46], [2.88, -1.69, 3.45], [4.69, -2.89, 4.61], [7.02, 0.64, 5.10], [5.00, 2.02, 4.26]], "mulliken_charge": [-0.4068, -0.4629, -0.2248, 0.0635, -0.3551, -0.5741, 0.9760, -0.5864, -0.5730, 0.4829, 0.3880, 0.4099, 0.4522, 0.3930, -0.2559, -0.4933, -0.4333, -0.0664, -0.1989, -0.8329, 0.9658, -0.1806, -0.6192, 0.3894, 0.3777, 0.4718, 0.4580, 0.4906, -0.6593, -0.4205, -0.4658, 0.1127, -0.1348, -0.2276, 1.0063, -0.6313, -0.5721, 0.3763, 0.3882, 0.4243, 0.4453, 0.3115, -0.8485, -0.3887, -0.2450, 0.1532, -0.8134, -0.1952, 0.8093, -0.6187, -0.6464, 0.2857, 0.4019, 0.4921, 0.3726, 0.3660, -0.1883, -0.6373, -0.3630, -0.1423, -0.2932, -0.8253, 0.9710, -0.5862, -0.5756, 0.4931, 0.7584, 0.5640, 0.4493, 0.3746, -0.7435, -0.6209, -0.2253, 0.0481, -0.8636, -0.0487, 1.0252, -0.6043, -0.5535, 0.4917, 0.3806, 0.3783, 0.7672, 0.5801, -0.5502, -0.3942, -0.2810, -0.1005, -0.4488, -0.4743, 1.0227, -0.6002, -0.6087, 0.4886, 0.4234, 0.4986, 0.4763, 0.5852, -0.4229, -0.4759, -0.6079, 0.0575, 0.0276, -0.5254, 1.0932, -0.5224, -0.6850, 0.4198, 0.3673, 0.4844, 0.3499, 0.4187, -0.3618, -1.0225, -0.4854, -0.1144, -0.3450, -0.2420, 1.0359, -0.6074, -0.5886, 0.6159, 0.4895, 0.7416, 0.3962, 0.4256, -0.7210, -0.4223, -0.4930, -0.5586, -0.1416, -0.4748, 1.0968, -0.6533, -0.5424, 0.1763, 0.5415, 0.6112, 0.6339, 0.8701, -0.5887, -0.2420, -0.7162, 0.4437, -0.6154, -0.7652, 0.9169, -0.5419, -0.5892, 0.5666, 0.7633, 0.4429, 0.4407, 0.4643], "relative_energy_ev": 0.337, "lumo_energy_ev": [0.5, 0.5], "largest_force_ev_per_a": 4.4, "multiplicity": 2, "homo_energy_ev": [-2.72, -5.66], "charge": -1, "orbital_gap_ev": [3.181, 6.119]}

---

No. 4
{"formula": "C3H8N2O", "method": "the ωB97M-V functional and the def2-TZVPD basis", "elements": ["H", "N", "C", "C", "C", "N", "O", "H", "H", "H", "H", "H", "H", "H"], "positions_angstrom": [[0.32, -1.94, -1.42], [0.05, -1.91, -0.44], [-0.38, -0.74, -0.14], [-0.39, -0.23, 1.28], [0.66, 0.90, 1.28], [-0.44, 0.36, -1.08], [0.32, 0.19, -2.24], [-0.11, -1.03, 1.97], [-1.39, 0.16, 1.50], [1.51, 0.71, 0.62], [1.07, 1.02, 2.28], [0.13, 1.56, 0.27], [-1.08, 1.14, -0.99], [-0.28, -0.21, -2.90]], "mulliken_charge": [0.2639, -0.6853, 0.4493, -0.4327, -0.8559, -0.3217, -0.4584, 0.3025, 0.2461, 0.2853, 0.3190, 0.2303, 0.3260, 0.3316], "relative_energy_ev": 4.864, "lumo_energy_ev": 0.7, "largest_force_ev_per_a": 4.8, "homo_energy_ev": -9.06, "smiles": "[H]/N=C(/CC)NO", "orbital_gap_ev": 9.746}